Record 1
The following is a DFT calculation (ωB97M-V/def2-TZVPD) of C35H31FMnN7O11 as an isolated structure in a non-equilibrium geometry.

Last column: Löwdin spin population.
Positions of all 86 atoms, in Å:
Mn: 0.230 0.914 3.127  3.94
O: 0.973 3.233 9.006  0.01
C: 0.740 2.807 7.883  0.00
C: -0.120 1.628 7.554  0.00
O: -0.761 0.943 8.351  0.01
C: -0.041 1.468 6.102  -0.01
C: 0.853 2.448 5.541  -0.01
O: 1.152 2.417 4.321  -0.03
C: 1.287 3.370 6.602  -0.01
O: 1.933 4.406 6.501  0.00
O: -0.583 0.604 5.360  0.02
O: 3.405 -1.591 3.205  0.01
C: 2.319 -1.102 2.921  0.01
O: 1.648 -0.297 3.674  -0.01
C: 1.616 -1.454 1.637  0.03
C: 2.166 -2.319 0.694  0.02
C: 1.483 -2.550 -0.482  0.01
C: 0.252 -1.898 -0.703  0.00
C: -0.491 -2.040 -1.886  0.04
C: -1.668 -1.343 -2.074  0.00
C: -2.153 -0.512 -1.067  0.01
C: -1.460 -0.363 0.114  0.00
C: -0.245 -1.040 0.322  0.00
N: 0.435 -0.851 1.469  0.02
H: 3.114 -2.782 0.916  0.00
H: 1.871 -3.229 -1.233  0.00
H: -0.120 -2.718 -2.649  0.00
H: -2.228 -1.461 -2.998  0.00
H: -3.083 0.020 -1.203  0.00
H: -1.834 0.253 0.916  0.00
C: -1.000 3.957 -3.921  0.00
C: -1.817 2.893 -3.188  0.00
N: -1.088 2.382 -2.052  0.03
C: -1.414 2.853 -0.805  0.08
C: -0.691 2.595 0.304  0.00
C: -1.284 3.000 1.646  0.00
O: -1.998 3.992 1.690  0.00
O: -1.036 2.201 2.606  0.01
C: 0.535 1.837 0.227  0.10
O: 1.268 1.599 1.222  0.09
C: 0.861 1.337 -1.087  0.06
C: 2.029 0.563 -1.264  0.14
C: 2.288 -0.015 -2.478  0.02
F: 3.409 -0.794 -2.626  -0.01
C: 1.465 0.174 -3.578  0.14
C: 0.327 0.988 -3.425  0.11
C: 0.019 1.573 -2.203  0.02
N: 1.679 -0.433 -4.856  0.02
C: 3.039 -0.677 -5.259  0.01
C: 3.058 -0.803 -6.783  0.00
N: 2.184 -1.959 -7.130  0.00
C: 0.782 -1.719 -6.684  0.00
C: 0.815 -1.547 -5.166  0.01
H: -1.546 4.342 -4.779  0.00
H: -0.060 3.531 -4.263  0.00
H: -0.777 4.774 -3.240  0.00
H: -2.088 2.081 -3.872  0.00
H: -2.742 3.338 -2.817  0.00
H: -2.323 3.429 -0.717  0.01
H: 2.690 0.409 -0.428  0.01
H: -0.311 1.109 -4.283  0.01
H: 3.475 -1.598 -4.832  0.00
H: 3.654 0.165 -4.942  0.00
H: 4.070 -0.982 -7.154  0.00
H: 2.647 0.098 -7.241  0.00
H: 2.538 -2.770 -6.603  0.00
H: 2.228 -2.172 -8.130  0.00
H: 0.158 -2.561 -6.985  0.00
H: 0.421 -0.809 -7.164  0.00
H: 1.139 -2.499 -4.705  0.00
H: -0.178 -1.321 -4.783  0.00
C: -2.870 -3.213 5.816  0.00
N: -2.695 -2.145 4.879  0.00
C: -3.799 -1.543 4.188  0.00
C: -3.058 -0.624 3.178  0.00
O: -3.624 0.070 2.369  0.00
N: -1.723 -0.790 3.378  0.02
C: -1.545 -1.654 4.365  0.00
N: -0.341 -2.089 4.762  0.00
H: -3.691 -2.974 6.494  0.00
H: -1.967 -3.355 6.405  0.00
H: -3.103 -4.151 5.296  0.00
H: -4.432 -0.950 4.854  0.00
H: -4.417 -2.280 3.664  0.00
H: 0.414 -1.473 4.445  0.00
H: -0.259 -2.347 5.736  0.00

Forces on atoms 1 to 6 (eV/Å):
Mn 0.394 0.568 0.507
O -0.170 -0.218 -0.719
C 0.221 0.212 0.893
C -0.547 -0.407 0.078
O 0.305 0.216 -0.319
C 0.675 0.629 -0.099

Summary:
- frontier orbital gap (alpha / beta) (eV) = 2.035 / 2.827
- E_HOMO (alpha / beta) (eV) = -2.335 / -3.160
- E_LUMO (alpha / beta) (eV) = -0.300 / -0.334
- expectation value of S² = 8.87
- energy relative to the best compared isomer or geometry (same formula, charge and spin) (kcal per mole) = 28.8
- multiplicity = 6
- net charge = -1


Record 2
The following is a DFT calculation (ωB97M-V/def2-TZVPD) of C35H31O2P2PtS2 as an isolated structure in a non-equilibrium geometry.

Last column: Mulliken charge in e.
Positions of all 73 atoms, in Å:
Pt: 1.080 -0.974 0.289  0.92
S: 0.578 -3.007 -1.263  -0.42
P: 1.709 -1.968 -2.555  1.49
C: 1.984 -0.616 -1.513  -1.03
P: 1.586 1.053 -1.790  1.59
S: -0.110 1.210 -0.737  -0.53
C: 1.426 1.643 -3.480  0.42
C: 2.519 1.514 -4.341  0.09
C: 2.424 1.970 -5.645  -0.87
C: 1.246 2.563 -6.085  -0.55
C: 0.161 2.691 -5.231  -0.71
C: 0.246 2.226 -3.924  -0.62
C: 2.986 1.986 -1.120  0.68
C: 3.331 3.210 -1.699  -0.29
C: 4.436 3.908 -1.234  -0.78
C: 5.193 3.395 -0.191  -0.50
C: 4.851 2.181 0.390  -0.83
C: 3.752 1.475 -0.070  -0.30
C: 0.879 -1.684 -4.104  0.65
C: -0.424 -1.180 -4.076  -0.22
C: -1.093 -0.960 -5.267  -0.75
C: -0.470 -1.247 -6.477  -0.57
C: 0.826 -1.741 -6.504  -0.78
C: 1.510 -1.958 -5.317  -0.49
C: 3.307 -2.708 -2.895  0.37
C: 4.451 -1.911 -2.886  -0.07
C: 5.697 -2.497 -3.058  -0.85
C: 5.797 -3.870 -3.233  -0.50
C: 4.657 -4.664 -3.240  -0.77
C: 3.409 -4.086 -3.069  -0.14
H: 3.440 1.066 -3.985  0.30
H: 3.267 1.868 -6.317  0.46
H: 1.177 2.932 -7.101  0.42
H: -0.754 3.150 -5.583  0.44
H: -0.598 2.320 -3.252  0.41
H: 2.742 3.613 -2.512  0.46
H: 4.708 4.850 -1.691  0.42
H: 6.047 3.948 0.178  0.41
H: 5.448 1.784 1.201  0.44
H: 3.492 0.529 0.381  0.17
H: -0.905 -0.967 -3.127  0.29
H: -2.100 -0.563 -5.253  0.46
H: -1.003 -1.086 -7.406  0.42
H: 1.305 -1.959 -7.450  0.45
H: 2.523 -2.340 -5.328  0.40
H: 4.369 -0.842 -2.727  0.18
H: 6.589 -1.885 -3.038  0.45
H: 6.769 -4.328 -3.362  0.41
H: 4.740 -5.735 -3.365  0.42
H: 2.516 -4.701 -3.062  0.42
C: -0.831 -6.048 0.811  -1.54
C: -0.601 -4.632 1.250  0.53
C: 0.593 -4.267 1.865  -0.99
C: 0.865 -2.954 2.197  1.62
C: 2.116 -2.605 2.954  -1.60
C: -0.134 -1.960 1.911  0.53
C: -1.374 -2.333 1.285  0.96
C: -2.429 -1.305 1.027  -1.59
C: -1.574 -3.656 0.979  -0.97
C: -0.024 -0.611 2.610  0.01
O: -0.665 -0.333 3.582  -0.57
O: 0.854 0.152 1.975  -0.70
H: -0.125 -6.733 1.276  0.40
H: -0.701 -6.112 -0.272  0.28
H: -1.848 -6.370 1.038  0.38
H: 1.321 -5.035 2.101  0.39
H: 2.812 -3.441 2.943  0.44
H: 1.863 -2.381 3.993  0.36
H: 2.619 -1.730 2.551  0.25
H: -2.854 -0.969 1.975  0.36
H: -3.226 -1.715 0.409  0.44
H: -2.015 -0.428 0.530  0.12
H: -2.507 -3.956 0.515  0.44

Forces on atoms 1 to 6 (eV/Å):
Pt -2.017 -1.836 -1.529
S 0.152 0.960 1.093
P 0.614 -0.323 -0.305
C -0.035 0.946 0.406
P 0.612 0.843 -0.014
S 0.148 -0.683 0.223

Summary:
- frontier orbital gap (alpha / beta) (eV) = 6.587 / 6.161
- E_HOMO (alpha / beta) (eV) = -11.326 / -11.061
- E_LUMO (alpha / beta) (eV) = -4.739 / -4.900
- multiplicity = 1
- net charge = +1


Record 3
The following is a DFT calculation (ωB97M-V/def2-TZVPD) of C35H32BCl5N10O2S3Ti as an isolated structure.

Last column: Löwdin spin population.
Positions of all 89 atoms, in Å:
Ti: 0.518 -0.642 0.622  0.98
C: 2.054 0.175 3.859  0.00
C: 0.677 -0.401 3.827  0.01
C: -0.114 -0.658 4.954  0.00
C: -1.278 -1.211 4.467  0.01
C: -2.477 -1.678 5.229  0.00
N: -1.176 -1.273 3.131  0.00
N: 0.030 -0.769 2.726  0.00
B: -2.255 -1.782 2.138  0.00
N: -2.656 -0.657 1.178  0.00
N: -1.726 -0.085 0.363  0.00
C: -2.356 0.844 -0.346  0.00
C: -1.713 1.691 -1.393  0.00
C: -3.711 0.882 0.023  0.00
C: -3.858 -0.088 0.989  0.00
C: -5.085 -0.513 1.728  0.00
N: -1.746 -2.986 1.335  0.00
N: -0.809 -2.820 0.357  0.00
C: -0.682 -4.004 -0.234  0.00
C: 0.284 -4.301 -1.336  0.00
C: -1.561 -4.935 0.348  0.00
C: -2.213 -4.246 1.345  0.00
C: -3.251 -4.728 2.307  0.00
H: 2.459 0.041 4.863  0.00
H: 2.046 1.241 3.626  0.00
H: 2.708 -0.301 3.134  0.00
H: 0.145 -0.471 5.984  0.00
H: -2.294 -1.532 6.295  0.00
H: -2.683 -2.736 5.059  0.00
H: -3.376 -1.126 4.955  0.00
H: -3.217 -2.114 2.779  0.00
H: -0.661 1.463 -1.517  0.00
H: -1.805 2.747 -1.126  0.00
H: -2.218 1.530 -2.348  0.00
H: -4.478 1.521 -0.385  0.00
H: -5.928 0.090 1.392  0.00
H: -4.979 -0.382 2.807  0.00
H: -5.322 -1.564 1.551  0.00
H: 0.508 -3.419 -1.932  0.00
H: -0.150 -5.056 -1.994  0.00
H: 1.221 -4.700 -0.939  0.00
H: -1.682 -5.972 0.078  0.00
H: -3.392 -5.801 2.172  0.00
H: -4.213 -4.234 2.156  0.00
H: -2.955 -4.550 3.342  0.00
Cl: 1.421 -3.732 2.457  0.00
C: 2.297 -3.385 0.964  0.01
C: 1.955 -2.275 0.215  0.01
C: 2.740 -2.090 -0.923  0.00
Cl: 2.487 -0.654 -1.891  0.00
C: 3.734 -2.971 -1.344  0.00
Cl: 4.629 -2.686 -2.805  0.00
C: 4.011 -4.093 -0.573  0.00
Cl: 5.223 -5.230 -1.076  0.00
C: 3.301 -4.293 0.603  0.00
Cl: 3.670 -5.679 1.587  0.00
O: 2.285 0.043 0.971  0.08
N: 2.633 1.347 1.014  0.44
N: 1.497 2.055 0.904  0.12
O: 0.346 1.399 0.688  0.07
C: 1.486 3.406 1.074  0.04
C: 2.689 4.126 1.253  0.06
C: 2.640 5.497 1.433  0.00
C: 1.433 6.194 1.443  0.07
C: 0.253 5.473 1.263  0.01
C: 0.261 4.102 1.079  0.05
H: 3.627 3.592 1.240  0.01
H: 3.573 6.037 1.563  0.00
H: 1.413 7.268 1.583  0.01
H: -0.700 5.991 1.266  0.00
H: -0.650 3.539 0.943  0.00
S: -1.456 1.953 -7.426  0.00
C: -0.926 1.228 -5.996  0.00
S: -1.728 -0.132 -5.315  0.00
C: -0.687 -0.139 -3.903  0.00
N: 0.192 0.828 -3.961  0.00
N: 0.046 1.570 -5.140  0.00
C: 0.979 2.659 -5.239  0.00
C: 1.352 3.207 -6.457  0.00
C: 2.272 4.251 -6.484  0.00
C: 2.822 4.750 -5.315  0.00
C: 2.454 4.182 -4.103  0.00
C: 1.543 3.139 -4.059  0.00
S: -0.910 -1.263 -2.647  0.00
H: 0.932 2.823 -7.373  0.00
H: 2.556 4.670 -7.442  0.00
H: 3.533 5.566 -5.346  0.00
H: 2.875 4.544 -3.174  0.00
H: 1.264 2.688 -3.119  0.00

Forces on atoms 1 to 6 (eV/Å):
Ti -0.731 -0.001 -0.542
C -0.016 -0.005 0.068
C 0.234 0.049 0.074
C 0.004 -0.026 0.006
C -0.078 -0.042 0.050
C 0.031 0.021 0.052

Summary:
- frontier orbital gap (alpha / beta) (eV) = 4.440 / 6.323
- E_HOMO (alpha / beta) (eV) = -0.608 / -2.493
- E_LUMO (alpha / beta) (eV) = 3.832 / 3.830
- expectation value of S² = 2.02
- energy relative to the best compared isomer or geometry (same formula, charge and spin) (kcal per mole) = 0.0
- multiplicity = 3
- net charge = -2


> Among the records above, which one has the highest net charge?

C35H31O2P2PtS2


> Look up the multiplicity of the first one.

6


> Among the records above, which one has the lowest net charge?

C35H32BCl5N10O2S3Ti


> Among the records above, which one has the lowest multiplicity?

C35H31O2P2PtS2